{"formula": "C41H45N8O5S3TeW", "method": "ωB97M-V with the def2-TZVPD basis set", "s_squared": 0.771, "e_tot_ev": -107029.6086, "multiplicity": 2, "e_lumo_ev": [-0.52, -0.82], "relative_energy_ev": 0.000, "elements": ["W", "H", "H", "C", "H", "H", "H", "C", "H", "C", "C", "C", "C", "C", "H", "H", "C", "H", "H", "C", "S", "C", "H", "H", "C", "C", "H", "H", "O", "H", "H", "H", "C", "C", "H", "H", "C", "H", "H", "H", "C", "H", "N", "C", "H", "H", "H", "C", "N", "C", "N", "C", "N", "H", "C", "C", "H", "H", "C", "H", "H", "H", "H", "H", "C", "C", "H", "C", "C", "C", "H", "C", "H", "O", "H", "S", "H", "H", "C", "C", "N", "C", "H", "C", "N", "O", "N", "C", "H", "O", "C", "H", "C", "O", "C", "H", "S", "Te", "N", "H", "C", "C", "C", "C"], "xyz": [[-0.99055, 0.49809, -1.97806], [-5.18485, -0.19846, 0.07577], [0.54166, 4.39921, 4.63985], [4.35790, 1.09024, -4.44321], [2.74586, -1.35047, -1.18985], [-0.71287, 0.13681, 3.82228], [0.90661, -2.85469, -4.18806], [0.88045, -0.36032, 2.48076], [5.33616, 1.49669, -4.22294], [1.80928, 0.02601, -5.01390], [-0.32893, 4.44258, 2.79660], [-0.94750, 3.19544, 2.90457], [1.59440, 0.75124, 2.92101], [3.31222, 0.32845, 1.33661], [0.95818, -6.85606, 6.41567], [4.59736, 2.18634, 2.90099], [1.64588, 1.60114, -1.79566], [-0.24168, -3.65625, -3.11179], [-2.25270, -4.57578, 1.64812], [1.56706, -4.82177, 4.54777], [3.32113, 2.00375, -1.97808], [3.31221, 1.22462, -3.54042], [-5.85607, 0.81340, -2.79681], [-2.96924, -4.36048, 3.24650], [0.57071, -2.92752, -3.15306], [-2.12203, 3.58875, 0.85891], [-1.74780, -5.26218, 4.91259], [0.83051, -0.38939, -5.21288], [-3.10886, 0.87665, -4.44824], [-2.29369, -2.97839, 2.36334], [1.18036, 1.35533, 3.72218], [-5.28501, -0.00659, -4.25451], [2.04099, 0.70272, -3.81734], [0.37697, -5.22065, 5.14159], [-5.30189, -1.79590, -0.68291], [-2.29909, 1.78905, 2.00352], [-1.05669, 4.98842, -3.75090], [1.38141, -3.26733, -2.51207], [0.25872, 2.16368, -5.01982], [-1.76920, 5.46616, -0.10689], [2.85644, -0.10727, -5.90839], [3.73761, -4.27608, 3.28162], [-0.95822, 2.34615, -3.35904], [-1.83216, 2.76268, 1.93608], [-1.09514, 6.06584, -3.87704], [4.31885, -1.29824, -0.37062], [-0.15388, 6.22969, 1.61250], [4.11909, 0.41842, -5.62947], [0.60412, 4.84591, 3.73997], [-3.95321, -0.09639, -2.57928], [-2.15855, 2.45021, -1.54720], [1.59525, -4.16606, 3.32195], [1.12797, 0.95863, -2.80771], [3.19743, -2.64793, -0.10045], [-0.30051, 2.85667, -4.40382], [0.06188, -1.60918, -2.67960], [-4.06616, -1.48893, 0.54859], [0.83245, -5.30953, 7.24380], [-0.46083, -0.63830, 3.09918], [4.92137, 0.29715, -6.34469], [-0.72523, 2.56223, 3.75408], [2.50664, -5.03433, 5.04851], [2.69367, -0.63427, -6.83942], [0.76900, 5.83673, 3.80269], [-3.64247, -0.60967, -1.32611], [-2.15929, -4.03624, 2.59280], [-1.23142, -0.66278, 2.32421], [2.64469, -0.80267, 0.87542], [-0.62801, 5.25934, 1.70090], [3.52500, 2.36234, 2.80417], [-5.88015, -0.95007, -2.87493], [-5.32207, -0.06351, -3.17067], [-0.47869, -1.59874, 3.61566], [-3.91227, 4.14280, -0.94850], [3.14626, 2.71549, 3.76316], [0.59328, 1.83935, -0.48267], [0.15308, 4.63110, -5.51939], [4.26299, 0.59282, 0.88373], [0.38769, -3.87902, 2.66946], [3.26903, -1.57109, -0.25655], [-2.28069, -0.77576, -1.11234], [-1.63895, 3.18490, -2.53253], [-0.63076, -6.18232, 6.78384], [-4.60761, -1.04992, -0.28735], [-1.68199, 4.51378, -2.69236], [-3.91781, 1.89256, 0.08239], [0.28265, -1.05421, -1.55109], [-0.82365, -4.28722, 3.24663], [3.09086, -2.71112, 2.77039], [-1.66476, 0.09563, -0.20154], [1.41896, -1.15413, 1.46094], [2.98642, -4.08895, 1.68713], [-0.80624, -4.95108, 4.47178], [-0.74814, -0.90709, -3.49126], [2.92887, -3.79082, 2.73562], [3.38537, 3.17053, 2.08159], [-3.19258, 3.02994, -0.40636], [0.34821, -2.85886, 0.79232], [-2.89229, 0.43272, -3.16792], [-2.28708, 1.32628, -4.68111], [-1.52492, 4.83854, 0.74058], [-0.35245, 4.20200, -4.66872], [2.80441, 1.11977, 2.35717], [0.38128, -5.93093, 6.46806]], "mulliken_charge": [3.051, 0.252, 0.243, -0.625, -0.148, 0.356, 0.404, 0.763, 0.442, -0.077, 1.028, -0.348, -0.318, -0.722, 0.344, 0.446, -0.319, 0.370, 0.329, -1.008, -0.250, 0.770, 0.294, 0.385, -1.610, -0.687, 0.263, 0.675, -0.657, 0.063, 0.285, 0.454, -1.101, 0.631, 0.521, 0.372, -0.350, 0.239, 0.593, 0.516, -1.085, 0.431, 0.018, -0.068, 0.451, 0.488, 0.314, -0.636, -0.496, 0.928, -0.339, 1.260, 0.541, 0.128, -0.168, 0.409, 0.097, 0.327, -1.315, 0.407, 0.232, 0.375, 0.425, 0.218, 0.029, -1.480, -0.227, 1.239, -0.946, -1.739, 0.390, -1.695, 0.309, -0.715, 0.363, 0.114, 0.441, 0.411, -0.340, -1.563, -0.826, 0.782, 0.354, -1.594, -0.466, -0.599, 0.327, 1.131, 0.197, -0.017, 0.145, 0.164, -1.073, -0.837, -1.226, 0.252, 0.969, 0.704, 0.659, 0.375, -0.403, -1.086, 0.229, -1.561]}